This record from the OMol25 dataset describes an isolated molecule of C6H10FN. The level of theory is the ωB97M-V functional and the def2-TZVPD basis.

- Lowest unoccupied orbital energy: 1.10 eV
- ΔE to the lowest compared entry with this formula, charge and spin: 43.38 kJ/mol
- SMILES string: CN[C@H]1CCC=C1F
- Gap between HOMO and LUMO: 9.800 eV

Structure (ORCA input):
```
! RIJCOSX wB97M-V def2-TZVPD def2/J DEFGRID3
* xyz 0 1
C 1.0641 -1.0816 2.1111
N 1.0216 -0.7471 0.6641
C 0.2306 0.4234 0.1855
C 0.4713 0.6513 -1.2987
C -0.8631 0.3671 -1.9758
C -1.8909 0.2615 -0.8638
C -1.2409 0.3226 0.2826
F -1.8048 0.2593 1.5429
H 1.5800 -0.2431 2.6528
H 1.7161 -1.9657 2.1923
H 0.0677 -1.2673 2.5638
H 1.9807 -0.6440 0.3675
H 0.5663 1.2981 0.7839
H 1.2671 0.0042 -1.6331
H 0.7879 1.6873 -1.4317
H -0.8254 -0.6695 -2.3963
H -1.1598 1.0865 -2.7169
H -2.9684 0.2571 -1.0302
*
```



This record from the OMol25 dataset describes a cluster of 2 separate species, C4H12NOS in total. The level of theory is the ωB97M-V functional and the def2-TZVPD basis.

- Lowest unoccupied orbital energy: 3.26 eV
- ΔE to the lowest compared entry with this formula, charge and spin: 136.45 kJ/mol
- Gap between HOMO and LUMO: 5.697 eV

Structure (ORCA input):
```
! RIJCOSX wB97M-V def2-TZVPD def2/J DEFGRID3
* xyz -1 1
C 1.0134 -1.2229 0.7937
C 1.0428 -2.2752 -0.3447
S 1.7109 -3.9125 0.1328
C -0.2384 -0.4058 0.8253
N -0.2977 0.7183 -0.2002
C -1.6839 0.9549 -0.7205
H 1.9150 -0.5848 0.7973
H 1.0792 -1.7905 1.7107
H -0.0447 -2.3843 -0.5481
H 1.3227 -1.8562 -1.3167
H -0.5595 0.1024 1.7648
H -1.1680 -0.9810 0.5933
H 0.2601 0.2954 -0.9361
H -1.6478 2.0335 -0.9627
H -2.1802 0.2535 -1.4054
H -2.3818 0.9344 0.1143
H 0.1797 2.7406 0.2315
H 1.0209 3.7990 -0.6933
O 0.6571 3.5810 0.1638
*
```



This record from the OMol25 dataset describes a structure of composition C53H35FeN9Se. The level of theory is the ωB97M-V functional and the def2-TZVPD basis.

- Lowest unoccupied orbital energy (spin up / spin down): 0.73 / 0.72 eV
- ΔE to the lowest compared entry with this formula, charge and spin: 135.43 kJ/mol
- Gap between HOMO and LUMO (spin up / spin down): 4.749 / 4.739 eV

Structure (ORCA input):
```
! RIJCOSX wB97M-V def2-TZVPD def2/J DEFGRID3
* xyz -1 2
Fe 0.0892 -0.0436 0.9758
C -5.2108 -4.4802 4.6174
C -5.5317 -4.0755 3.3323
C -4.6344 -3.3209 2.5991
C -3.3993 -2.9730 3.1387
C -3.0841 -3.3951 4.4288
C -3.9837 -4.1424 5.1648
C -2.4340 -2.1426 2.3803
C -2.8073 -0.8186 2.1796
C -4.0411 -0.2488 2.6785
C -4.0071 1.0730 2.3969
C -2.7528 1.3274 1.7280
C -2.3601 2.6095 1.3140
C -3.3198 3.7156 1.5761
C -4.1559 4.2006 0.5773
C -5.0543 5.2186 0.8448
C -5.1306 5.7687 2.1135
C -4.2909 5.3032 3.1110
C -3.3926 4.2868 2.8435
C -1.1332 2.9968 0.7569
N 0.0063 2.2380 0.6907
C 0.9779 3.0251 0.2275
C 2.4157 2.5795 0.2665
C 3.3158 3.7931 0.1108
C 3.7202 4.4462 1.2713
C 4.4202 5.6361 1.2208
C 4.7269 6.2031 -0.0034
C 4.3704 5.5434 -1.1665
C 3.6801 4.3433 -1.1129
C 3.2481 0.2721 0.1807
C 4.4186 -0.5483 -0.2946
C 4.1259 -1.8375 -0.0755
C 2.7456 -1.9182 0.4010
N 2.2261 -0.7036 0.4830
C 2.1186 -3.1155 0.8194
C 0.8094 -3.2455 1.3267
C 0.2519 -4.4823 1.7930
C -1.0092 -4.2023 2.2298
C -1.2210 -2.8015 2.0238
N -0.1227 -2.2582 1.4620
C 2.9786 -4.3212 0.8704
C 3.3126 -4.8703 2.1087
C 4.1680 -5.9515 2.1982
C 4.7018 -6.5140 1.0507
C 4.3626 -5.9944 -0.1869
C 3.5129 -4.9044 -0.2780
C 0.4900 4.3265 -0.0479
C -0.8401 4.3125 0.2906
N -2.0724 0.1704 1.5942
H -5.9180 -5.0560 5.1946
H -6.4865 -4.3483 2.9032
H -4.8863 -2.9938 1.6002
H -2.1325 -3.1138 4.8556
H -3.7317 -4.4595 6.1687
H -4.8148 -0.7892 3.1892
H -4.7466 1.8170 2.6247
H -4.1057 3.7606 -0.4087
H -5.7092 5.5771 0.0620
H -5.8509 6.5464 2.3282
H -4.3465 5.7252 4.1056
H -2.7495 3.9199 3.6292
H 3.4633 4.0231 2.2302
H 4.7168 6.1304 2.1348
H 5.2342 7.1562 -0.0486
H 4.6131 5.9806 -2.1256
H 3.4056 3.8447 -2.0291
H 5.3491 -0.1110 -0.6095
H 4.7615 -2.6862 -0.2469
H 0.7491 -5.4354 1.7859
H -1.7272 -4.8864 2.6387
H 2.9076 -4.4226 3.0035
H 4.4337 -6.3494 3.1663
H 5.3854 -7.3477 1.1195
H 4.7720 -6.4352 -1.0874
H 3.2588 -4.5030 -1.2507
H 1.0610 5.1469 -0.4426
H -1.5391 5.1238 0.2175
N 2.7848 1.4266 -0.5593
C 2.4900 1.3510 -1.9117
C 3.0623 0.3631 -2.7200
C 2.9286 0.3815 -4.0940
C 2.1881 1.3678 -4.7196
C 1.5498 2.3086 -3.9302
C 1.6881 2.3018 -2.5555
H 3.5734 0.6831 1.1559
H 2.5395 2.2268 1.3023
H 3.6515 -0.4165 -2.2658
H 3.4155 -0.3868 -4.6747
H 2.0959 1.3917 -5.7952
H 0.9504 3.0800 -4.3985
H 1.1701 3.0508 -1.9799
Se 0.5572 0.2228 5.5902
C 0.5111 0.1990 3.8731
N 0.4834 0.1815 2.6980
N -0.2594 -0.3214 -0.7641
C -0.1664 -0.5579 -1.9163
N -0.2861 -0.7247 -3.1354
C 0.2501 -1.3103 -4.1364
N 0.6283 -1.8085 -5.1073
*
```



This record from the OMol25 dataset describes a cluster of 2 separate species, C9H14 in total. The level of theory is the ωB97M-V functional and the def2-TZVPD basis.

- Lowest unoccupied orbital energy (spin up / spin down): 3.99 / 3.83 eV
- ΔE to the lowest compared entry with this formula, charge and spin: 128.00 kJ/mol
- Gap between HOMO and LUMO (spin up / spin down): 2.985 / 7.397 eV

Structure (ORCA input):
```
! RIJCOSX wB97M-V def2-TZVPD def2/J DEFGRID3
* xyz -1 2
C -0.3618 1.5619 2.2546
C 0.4733 1.0138 -1.3518
C -0.2769 1.1181 -0.1649
C 1.8241 0.8530 -1.4582
C 0.4801 1.2758 1.0158
C 2.5444 0.9334 -0.2711
C 1.8936 1.2197 0.9742
H -0.0364 1.1324 -2.2905
H -1.3908 1.1006 -0.2944
H 2.2159 0.6757 -2.4786
H 3.5891 0.8317 -0.3408
H 0.4037 1.6239 3.0673
H -1.2155 0.8683 2.1448
H 2.4448 1.3775 1.9598
H -0.8255 2.4890 2.3052
C -0.7614 -2.4522 -0.9681
C -2.1320 -2.0656 -0.4106
H -0.0562 -2.6076 -0.0883
H -0.9353 -3.3012 -1.4651
H -0.3865 -1.6725 -1.5538
H -2.0444 -1.2510 0.3409
H -2.5524 -2.8469 0.2965
H -2.8938 -1.8779 -1.2230
*
```



This record from the OMol25 dataset describes a structure of composition C34H37CsN6O6S3. The level of theory is the ωB97M-V functional and the def2-TZVPD basis.

- Lowest unoccupied orbital energy: 3.81 eV
- ΔE to the lowest compared entry with this formula, charge and spin: 95.26 kJ/mol
- Gap between HOMO and LUMO: 6.193 eV

Structure (ORCA input):
```
! RIJCOSX wB97M-V def2-TZVPD def2/J DEFGRID3
* xyz -2 1
Cs -0.5799 1.4595 -0.0502
C -3.7498 -0.5740 -1.7844
C -2.8245 -0.2619 -2.9618
C -3.5511 0.3395 -4.1384
C -4.4100 -0.4808 -4.8700
C -5.1315 -0.0087 -5.9502
C -4.9904 1.3204 -6.3238
C -4.1355 2.1662 -5.6341
C -3.9921 3.6074 -6.0513
C -4.7718 4.5701 -5.1571
C -3.4112 1.6829 -4.5251
N -2.5005 2.5818 -3.9434
C -2.6180 2.8679 -2.6945
C -1.8037 3.8258 -2.0034
C -0.7873 4.6487 -2.5224
C -0.3472 5.4220 -1.4502
C -1.1188 5.0211 -0.3431
N -1.9999 4.0653 -0.6648
H -3.1710 -0.9993 -0.9639
H -4.5329 -1.2783 -2.0751
H -4.2493 0.3347 -1.4388
H -2.3188 -1.1789 -3.2733
H -2.0545 0.4252 -2.6239
H -4.5012 -1.5206 -4.5720
H -5.7904 -0.6690 -6.5017
H -5.5438 1.7130 -7.1714
H -4.3340 3.7066 -7.0867
H -2.9349 3.8773 -6.0210
H -5.8321 4.3065 -5.1337
H -4.6837 5.5987 -5.5152
H -4.3900 4.5389 -4.1371
H -3.3905 2.3933 -2.0757
H -0.4525 4.6549 -3.5485
H 0.4311 6.1721 -1.4566
H -1.0443 5.3842 0.6745
N -0.3055 -3.9880 5.9488
C 0.0972 -2.9323 5.0935
C 0.4687 -1.7004 5.6381
C 0.8356 -0.6535 4.8118
C 0.8620 -0.8376 3.4351
C 0.4783 -2.0455 2.8876
C 0.0808 -3.0864 3.7149
S 1.2705 0.5035 2.3528
O 0.1600 1.4483 2.4209
O 1.4921 -0.0554 1.0300
N 2.5688 1.0510 3.0653
C 3.2369 2.0542 2.4714
S 4.6929 2.6295 3.2741
C 4.9277 3.7758 1.9985
C 3.9255 3.6396 1.0990
N 2.9775 2.6838 1.3471
H 0.2067 -3.9891 6.8210
H -0.2196 -4.8927 5.5042
H 0.4516 -1.5657 6.7147
H 1.1185 0.3057 5.2260
H 0.4506 -2.1878 1.8191
H -0.2340 -4.0207 3.2629
H 5.7493 4.4706 1.9709
H 3.8291 4.2438 0.2065
C 3.8338 -0.8955 5.1544
C 3.7495 -1.8587 4.0097
C 4.2590 -1.5195 2.7553
C 4.1387 -2.3840 1.6774
C 3.4829 -3.5991 1.8406
C 2.9758 -3.9505 3.0801
C 3.1208 -3.0886 4.1546
S 3.2167 -4.6666 0.4475
O 4.3898 -4.5689 -0.3828
O 2.8048 -5.9484 0.9604
N 1.9740 -4.0486 -0.3622
C 2.0738 -2.6945 -0.9133
C 0.7548 -2.2989 -1.5693
C -0.3809 -2.3345 -0.5355
O -0.5814 -3.4408 0.0384
O -1.0008 -1.2736 -0.3251
H 4.7087 -0.2486 5.0599
H 3.8827 -1.4157 6.1136
H 2.9533 -0.2482 5.1426
H 4.7375 -0.5547 2.6199
H 4.5509 -2.1129 0.7146
H 2.4649 -4.8974 3.1911
H 2.7087 -3.3660 5.1189
H 1.0295 -4.2418 0.0020
H 2.8967 -2.6818 -1.6295
H 2.2804 -1.9587 -0.1263
H 0.5126 -2.9769 -2.3931
H 0.8578 -1.2896 -1.9697
*
```



This record from the OMol25 dataset describes a structure of composition C12H9BrN3O6SSn. The level of theory is the ωB97M-V functional and the def2-TZVPD basis.

- Lowest unoccupied orbital energy: 2.31 eV
- ΔE to the lowest compared entry with this formula, charge and spin: 14.72 kJ/mol
- Gap between HOMO and LUMO: 7.931 eV

Structure (ORCA input):
```
! RIJCOSX wB97M-V def2-TZVPD def2/J DEFGRID3
* xyz -1 1
Sn 0.3091 -0.4173 1.9720
Br -5.6391 -1.8734 -3.5473
C -4.4920 -0.6893 -2.6022
C -4.6759 0.6783 -2.7321
C -3.8319 1.5351 -2.0402
C -2.8185 1.0316 -1.2376
C -2.6546 -0.3414 -1.1162
C -3.4967 -1.2118 -1.7998
C -1.5805 -0.9309 -0.2382
O -1.5785 -2.1209 0.0407
O -0.7063 -0.0644 0.1852
H -5.4651 1.0634 -3.3631
H -3.9646 2.6054 -2.1323
H -2.1467 1.6914 -0.7056
H -3.3581 -2.2774 -1.6836
C 2.4382 2.9021 3.2541
S 0.8622 2.4835 2.5948
O 1.1846 1.5228 1.4639
O 0.2286 3.6948 2.1532
O 0.1513 1.7109 3.6124
H 3.0487 3.3131 2.4528
H 2.9104 2.0059 3.6498
H 2.2767 3.6410 4.0360
N 2.0573 -3.0179 -0.6890
C 2.5641 -2.0804 0.1500
O 1.8213 -1.6879 1.1041
C 3.8783 -1.6055 -0.0201
C 4.6504 -2.0860 -1.1042
N 5.2030 -2.5384 -2.0134
C 4.4052 -0.6664 0.9018
N 4.8246 0.0996 1.6565
H 1.0583 -3.1446 -0.6539
H 2.5365 -3.2251 -1.5486
*
```



This record from the OMol25 dataset describes a cluster of 4 separate species, C14H34NO4PSi in total. The level of theory is the ωB97M-V functional and the def2-TZVPD basis.

- Lowest unoccupied orbital energy: 0.61 eV
- SMILES string: CCCCC[Si@H](O)[PH2]=N.CC(C)=O.CC(C)=O.CC(C)=O
- Gap between HOMO and LUMO: 8.811 eV

Structure (ORCA input):
```
! RIJCOSX wB97M-V def2-TZVPD def2/J DEFGRID3
* xyz 0 1
C 2.3184 -1.1731 -4.1376
C 1.9470 0.0459 -3.3044
C 1.2872 1.1645 -4.1183
C 0.1673 1.9189 -3.3742
C -1.2060 1.8693 -4.0605
Si -1.9804 0.2119 -3.8372
O -3.4275 0.1358 -4.6223
P -2.2952 -0.0273 -1.5833
N -2.2639 1.2737 -0.6940
H 2.8283 -1.9292 -3.5384
H 2.9812 -0.9109 -4.9663
H 1.4322 -1.6395 -4.5756
H 1.2752 -0.2446 -2.4931
H 2.8490 0.4114 -2.8093
H 0.9026 0.7419 -5.0527
H 2.0401 1.8993 -4.4152
H 0.0686 1.5071 -2.3630
H 0.4545 2.9621 -3.2279
H -1.1338 2.0718 -5.1350
H -1.8728 2.6293 -3.6429
H -1.0756 -0.8791 -4.2857
H -4.1164 -0.4243 -4.2433
H -3.4858 -0.7862 -1.4877
H -1.4128 -1.0452 -1.1852
H -2.0840 2.1161 -1.2259
C -0.1635 1.9835 1.0705
C 1.2199 1.6625 0.5700
C 2.3578 2.4129 1.2219
O 1.4139 0.8437 -0.2993
H -0.9039 1.3813 0.5449
H -0.1992 1.7835 2.1422
H -0.3798 3.0436 0.9201
H 2.3462 2.2192 2.2964
H 2.2201 3.4880 1.0895
H 3.3074 2.1035 0.7928
C -0.9569 -4.7053 1.7187
C -1.1718 -3.4065 0.9779
C -0.7815 -2.1452 1.7115
O -1.6295 -3.3841 -0.1407
H -1.2690 -5.5426 1.1006
H 0.0960 -4.8118 1.9864
H -1.5221 -4.7000 2.6528
H 0.2776 -2.1805 1.9748
H -1.3388 -2.0725 2.6477
H -0.9767 -1.2664 1.1022
C 0.4560 -1.1391 5.6523
C 0.4325 0.3047 5.2136
C 0.2932 1.3382 6.3045
O 0.5193 0.6152 4.0489
H 0.5592 -1.7882 4.7872
H 1.2834 -1.3057 6.3446
H -0.4616 -1.3796 6.1928
H 1.1161 1.2435 7.0156
H -0.6287 1.1684 6.8637
H 0.2871 2.3361 5.8746
*
```



This record from the OMol25 dataset describes an isolated molecule of C4H11NS2. The level of theory is the ωB97M-V functional and the def2-TZVPD basis.

- Lowest unoccupied orbital energy: 0.63 eV
- ΔE to the lowest compared entry with this formula, charge and spin: 74.89 kJ/mol
- SMILES string: CCNCCSS
- Gap between HOMO and LUMO: 9.048 eV

Structure (ORCA input):
```
! RIJCOSX wB97M-V def2-TZVPD def2/J DEFGRID3
* xyz 0 1
C -1.8891 1.3496 2.4103
C -2.1315 0.1781 1.4788
N -0.8847 -0.4047 1.0154
C -1.0109 -1.5222 0.1008
C -0.2007 -1.2287 -1.1705
S 1.5297 -0.7580 -0.7748
S 1.6676 1.1864 -1.4563
H -0.9288 1.8206 2.1952
H -2.6691 2.0876 2.3654
H -1.7789 1.0422 3.4550
H -2.7578 -0.5868 1.9657
H -2.7550 0.4976 0.6382
H -0.2240 -0.5129 1.7691
H -2.0564 -1.5130 -0.2202
H -0.8234 -2.4936 0.5301
H -0.6612 -0.3575 -1.6246
H -0.1119 -2.0184 -1.9069
H 2.0029 1.6638 -0.2490
*
```



Table of calculated total energy (hartree), in record order: -389.19811, -687.77608, -6198.66227, -351.23057, -3312.64314, -4265.10943, -1540.38349, -1010.10986